Record 1
Molecular formula: C28H20N4O4Ru
Method: DFT, ωB97M-V/def2-TZVPD

Geometry (Å):
Ru -0.3025 -0.5728 -0.1787
O -0.4611 -1.8005 1.3861
C -0.8810 -1.3288 2.5378
C -0.4255 -1.9658 3.7090
C -0.8489 -1.5800 4.9621
C -1.7643 -0.5387 5.1175
C -2.2227 0.1034 3.9845
C -1.8003 -0.2538 2.6991
C -2.3162 0.5649 1.6039
N -1.9225 0.4713 0.3928
N -2.4135 1.3928 -0.5373
C -1.6284 1.4038 -1.5844
O -0.5682 0.6998 -1.7746
C -2.0654 2.2763 -2.7166
C -2.8334 3.4151 -2.4973
C -3.2348 4.2017 -3.5665
C -2.8761 3.8519 -4.8621
C -2.1096 2.7160 -5.0827
C -1.6975 1.9343 -4.0129
H 0.2863 -2.7709 3.5786
H -0.4587 -2.0903 5.8354
H -2.1008 -0.2342 6.0996
H -2.9284 0.9221 4.0798
H -3.0464 1.3375 1.8367
H -3.1140 3.6653 -1.4834
H -3.8285 5.0902 -3.3890
H -3.1916 4.4653 -5.6975
H -1.8288 2.4386 -6.0913
H -1.0884 1.0530 -4.1631
O -1.0613 -2.0115 -1.3908
C -0.3494 -2.7147 -2.2136
C -1.0515 -3.5035 -3.1637
C -0.4097 -4.2975 -4.0808
C 0.9875 -4.3786 -4.1153
C 1.6961 -3.6389 -3.1963
C 1.0766 -2.8065 -2.2522
C 1.9659 -2.1206 -1.3300
N 1.5810 -1.2209 -0.5124
N 2.5204 -0.6734 0.3691
C 1.9794 0.3135 1.0285
O 0.7867 0.7913 0.8414
C 2.7868 0.9023 2.1384
C 2.2603 1.9601 2.8699
C 2.9763 2.5005 3.9295
C 4.2206 1.9865 4.2618
C 4.7481 0.9265 3.5333
C 4.0346 0.3842 2.4767
H -2.1319 -3.4416 -3.1336
H -0.9992 -4.8714 -4.7876
H 1.4943 -5.0046 -4.8372
H 2.7804 -3.6897 -3.1895
H 3.0197 -2.3947 -1.3223
H 1.2826 2.3373 2.6025
H 2.5578 3.3209 4.4993
H 4.7782 2.4059 5.0906
H 5.7165 0.5178 3.7943
H 4.4244 -0.4460 1.9049

Output
* multiplicity: 2
* gap between HOMO and LUMO (alpha / beta): 7.45 / 6.77 eV
* ΔE to the lowest compared entry with this formula, charge and spin: 0.3344 eV
* net charge: -1
* HOMO level (alpha / beta): -0.165 / -0.163 Eh

***

Record 2
Molecular formula: C22H26N2O3
Method: DFT, ωB97M-V/def2-TZVPD

Geometry (Å):
C -8.1620 -1.4401 -0.7919
O -7.4774 -0.7499 0.2220
C -6.1104 -0.7172 0.1727
C -5.3274 -1.3003 -0.8154
C -3.9498 -1.2036 -0.7607
C -3.2984 -0.5139 0.2634
N -1.9033 -0.4953 0.3011
C -1.1710 -0.1574 -0.9003
C -0.9397 1.3642 -0.9843
N -0.2297 1.8093 0.1915
C 1.0744 2.1729 0.2685
O 1.5995 2.3974 1.3466
C 1.8137 2.3084 -1.0499
C 3.2889 2.6642 -0.8591
C 4.0600 1.5905 -0.0912
C 4.1321 0.2591 -0.7960
O 3.5649 0.0353 -1.8462
C 4.9578 -0.7924 -0.1415
C 5.4126 -0.7071 1.1735
C 6.1763 -1.7268 1.7111
C 6.5009 -2.8380 0.9491
C 6.0516 -2.9338 -0.3579
C 5.2831 -1.9204 -0.8958
C -0.9572 1.5066 1.4094
C -1.2090 -0.0074 1.4724
C -4.0992 0.0628 1.2539
C -5.4732 -0.0416 1.2100
H -9.2201 -1.3430 -0.5533
H -7.8926 -2.5016 -0.8105
H -7.9733 -1.0014 -1.7778
H -5.7742 -1.8462 -1.6317
H -3.3728 -1.6983 -1.5272
H -1.7130 -0.4884 -1.7836
H -0.2010 -0.6663 -0.8706
H -0.3977 1.6156 -1.8924
H -1.9148 1.8675 -1.0072
H 1.7544 1.3679 -1.5987
H 1.3304 3.0886 -1.6434
H 3.3636 3.6018 -0.3056
H 3.7407 2.8023 -1.8436
H 5.0795 1.9333 0.1002
H 3.5722 1.4472 0.8759
H 5.1628 0.1439 1.7874
H 6.5209 -1.6555 2.7323
H 7.1009 -3.6285 1.3754
H 6.3001 -3.7990 -0.9547
H 4.9220 -1.9773 -1.9122
H -0.3515 1.8356 2.2546
H -1.9049 2.0545 1.3994
H -1.7623 -0.2770 2.3710
H -0.2372 -0.5145 1.5070
H -3.6591 0.6058 2.0750
H -6.0811 0.4080 1.9794

Output
* multiplicity: 1
* gap between HOMO and LUMO: 7.73 eV
* ΔE to the lowest compared entry with this formula, charge and spin: 1.9908 eV
* HOMO level: -0.269 Eh

***

Record 3
Molecular formula: C2H5FIN
Method: DFT, ωB97M-V/def2-TZVPD

Geometry (Å):
C -1.0836 -0.0358 0.7053
C -0.3577 -0.6264 -0.3919
N 1.8157 0.1848 -0.1444
F 2.4410 -0.3993 -1.2554
I 1.6619 2.3020 -0.3260
H -1.5056 -0.7968 1.4097
H -0.5141 0.7165 1.2431
H -2.0449 0.2817 0.4432
H -0.0240 -1.6363 -0.4643
H -0.3887 0.0095 -1.2192

Output
* multiplicity: 1
* gap between HOMO and LUMO (alpha / beta): 7.61 / 8.49 eV
* ΔE to the lowest compared entry with this formula, charge and spin: 5.4710 eV
* HOMO level (alpha / beta): -0.308 / -0.333 Eh

***

Record 4
Molecular formula: C2H6N3S2
Method: DFT, ωB97M-V/def2-TZVPD

Geometry (Å):
C -0.3093 -1.2056 -0.7118
C -2.8815 -0.1567 -0.0490
N -1.3119 -1.9219 -0.2422
N -2.4377 -1.3345 0.2263
N 2.5873 1.3560 0.3959
S -0.0848 0.5017 -0.7313
S -3.3663 1.2945 -0.1861
H 0.5903 -1.8131 -0.8301
H -2.9419 -1.9893 0.7004
H 2.5649 2.1709 -0.2392
H 2.6950 1.7559 1.3460
H 1.6599 0.7802 0.0632
H 3.2360 0.5619 0.2579

Output
* multiplicity: 1
* gap between HOMO and LUMO: 7.04 eV
* ΔE to the lowest compared entry with this formula, charge and spin: 3.3677 eV
* net charge: +1
* HOMO level: -0.441 Eh

***

Record 5
Molecular formula: C32H33MnN7O12S2Si
Method: DFT, ωB97M-V/def2-TZVPD

Geometry (Å):
Mn -0.7301 -0.4220 -0.8464
C -5.6186 -5.4577 1.6349
Si -3.8359 -5.0668 1.0937
C -2.7873 -5.0311 2.6594
C -3.3623 -6.4791 -0.0641
C -3.8419 -3.3253 0.3887
C -4.9513 -2.5126 0.4500
C -4.8786 -1.1697 0.0653
C -3.6560 -0.6709 -0.2989
N -2.5459 -1.4226 -0.3693
C -2.6211 -2.7610 -0.1017
S -1.2717 -3.7422 -0.4124
H -5.6507 -6.4480 2.0963
H -6.3121 -5.4642 0.7901
H -5.9881 -4.7400 2.3714
H -2.7845 -5.9908 3.1830
H -3.1644 -4.2683 3.3444
H -1.7588 -4.7722 2.4067
H -3.6637 -7.4406 0.3638
H -2.2882 -6.4853 -0.2327
H -3.8503 -6.3725 -1.0355
H -5.8969 -2.9149 0.8001
H -5.7463 -0.5252 0.0843
H -3.5347 0.3748 -0.5487
O -2.1105 1.4679 -4.0397
C -1.4637 1.3741 -3.0087
O -1.7495 0.4538 -2.1165
C -0.3508 2.3271 -2.7091
C -0.2211 3.4302 -3.5425
C 0.7546 4.3776 -3.2939
C 1.6350 4.2288 -2.2199
C 1.5462 3.1172 -1.3788
C 0.5207 2.1291 -1.6067
O 0.4005 1.1164 -0.8141
N 2.4557 3.0305 -0.3221
O 3.2357 4.0154 -0.1194
O 2.5039 1.9860 0.4352
N 0.8570 5.5203 -4.1553
O 0.0804 5.6291 -5.0991
O 1.7194 6.3571 -3.9218
H -0.8936 3.5392 -4.3791
H 2.3999 4.9617 -2.0288
C -0.5451 -1.5057 -4.7924
C 0.5360 -1.7087 -3.7932
N 0.4412 -1.4647 -2.5080
C 1.6409 -1.7898 -1.9383
C 2.4908 -2.2512 -2.9065
N 1.7689 -2.1878 -4.0742
C 3.8799 -2.7434 -2.9023
O 4.4979 -2.7454 -1.7469
O 4.3958 -3.1220 -3.9372
C 1.7758 -1.6803 -0.4596
O 2.8487 -1.9777 0.0805
O 0.7150 -1.3271 0.1444
H -1.4263 -1.1220 -4.2833
H -0.7932 -2.4491 -5.2819
H -0.2452 -0.7820 -5.5514
H 2.1474 -2.4694 -4.9634
H 3.8926 -2.4327 -0.9800
C -0.3396 4.0721 3.5264
C 0.1695 4.1799 2.0915
C -0.1249 2.9092 1.2961
N 0.7404 1.8244 1.7317
C 0.2946 0.6284 2.1055
S -1.3217 0.1300 2.1388
N 1.2300 -0.2944 2.5311
C 2.5465 -0.1876 2.9327
O 3.1411 -1.1763 3.3067
C 3.2038 1.1574 2.9716
C 4.2423 1.4298 2.0916
C 4.9306 2.6281 2.1907
C 4.5977 3.5443 3.1772
C 3.5702 3.2636 4.0684
C 2.8736 2.0712 3.9654
H -0.1466 4.9871 4.0903
H 0.1461 3.2394 4.0370
H -1.4155 3.8854 3.5347
H 1.2475 4.3617 2.0861
H -0.3140 5.0212 1.5883
H 0.0378 3.0886 0.2316
H -1.1607 2.6089 1.4388
H 1.6392 1.8051 1.2121
H 0.8959 -1.2492 2.4969
H 4.4796 0.7144 1.3167
H 5.7211 2.8575 1.4890
H 5.1299 4.4852 3.2452
H 3.3129 3.9771 4.8423
H 2.0711 1.8429 4.6572

Output
* multiplicity: 6
* gap between HOMO and LUMO (alpha / beta): 5.00 / 6.93 eV
* ΔE to the lowest compared entry with this formula, charge and spin: 1.1881 eV
* net charge: -2
* HOMO level (alpha / beta): -0.058 / -0.106 Eh

***

Record 6
Molecular formula: C3H14NO4
Method: DFT, ωB97M-V/def2-TZVPD

Geometry (Å):
C 1.6119 -0.7963 1.0406
C 2.2312 0.3722 0.3669
C 1.2320 1.0583 -0.5782
O 0.1715 0.5410 -0.7740
N 1.3765 -1.9388 0.0779
H 0.6858 -0.6352 1.5942
H 2.3486 -1.1804 1.7536
H 3.1985 0.1399 -0.0828
H 2.3436 1.1104 1.1779
H 1.5193 2.0238 -1.0371
H 0.7490 -1.6573 -0.6852
H 0.8531 -2.7468 0.4580
H 2.2509 -2.2645 -0.3358
H -0.8531 -4.0822 2.0019
H 0.6031 -4.5106 2.0653
O 0.0373 -3.7707 1.8283
H -2.7851 1.4344 1.5768
H -3.0531 0.2458 0.9290
O -2.3500 0.5879 1.4764
H -2.7581 5.1154 -3.7318
H -3.8228 4.3253 -3.0520
O -2.9946 4.2081 -3.5416

Output
* multiplicity: 1
* gap between HOMO and LUMO: 10.24 eV
* ΔE to the lowest compared entry with this formula, charge and spin: 1.0542 eV
* net charge: +1
* HOMO level: -0.489 Eh

***

| no. | strongest force on any atom (eV/A) | molecular weight (g/mol) | DFT total energy (hartree) |
| --- | --- | --- | --- |
| 1 | 0.611 | 577.56 | -1694.00883 |
| 2 | 0.582 | 366.46 | -1189.16533 |
| 3 | 3.494 | 188.97 | -531.30601 |
| 4 | 4.029 | 136.23 | -1040.08837 |
| 5 | 5.374 | 854.81 | -4762.41532 |
| 6 | 1.884 | 128.15 | -478.16656 |